Molecular formula: C3H8N4S
Method: DFT, wB97M-V/def2-TZVPD

As for the highest occupied orbital energy: -8.61 eV. As for the HOMO-LUMO gap: 0.3234 Ha. The value obtained for the total energy is -20031.5326 eV. Its LUMO energy is 0.2 eV. The energy above the lowest of the compared OMol25 structures with the same formula, charge and spin comes out at 453.9 kJ/mol. For the molar mass, the calculation gives 132.19 u.

```
16
Properties=species:S:1:pos:R:3:forces:R:3:nbo_charge:R:1
C -0.937 2.380 -0.348 0.4911 1.4842 -2.8187 -0.458
C -0.539 0.206 0.815 -2.5256 -0.1135 -1.7399 0.336
C 1.056 -1.843 -0.448 -0.9083 -0.0519 4.2421 0.325
H -0.583 3.520 0.033 -0.9690 -3.0892 -1.5512 0.218
H -0.129 1.844 -1.247 -2.5353 2.2174 2.9769 0.247
H -2.091 2.426 -0.864 3.3139 0.0674 1.2686 0.195
H -1.857 1.851 1.321 1.8308 -1.5535 -0.0125 0.409
H -0.787 -0.209 2.534 -0.7205 0.5376 2.2807 0.347
H 2.691 -2.767 -1.393 -2.9526 1.5146 -0.1298 0.434
H 1.620 -1.528 -2.681 0.4427 -3.0917 5.0582 0.384
H 0.554 -1.679 1.371 1.2991 -2.5431 -1.1951 0.386
N -0.969 1.542 0.831 -0.7945 0.3674 0.4194 -0.670
N -0.766 -0.701 1.689 1.2510 0.7262 -0.8092 -0.709
N 1.703 -2.291 -1.509 2.8163 1.2501 -6.9991 -0.826
N 1.176 -2.386 0.722 -1.4803 3.4702 -0.8188 -0.712
S -0.141 -0.364 -0.826 1.4413 -1.1923 -0.1716 0.094
```
Positions in Å, forces in eV/Å.



Molecular formula: C16H34IrOP2
Method: DFT, wB97M-V/def2-TZVPD

As for the highest occupied orbital energy (spin up / spin down): -12.36 / -14.32 eV. As for the HOMO-LUMO gap (spin up / spin down): 0.2364 / 0.1641 Ha. The value obtained for the total energy is -40581.4359 eV. Its LUMO energy (spin up / spin down) is -5.9 / -9.9 eV. The net charge is +2. The energy above the lowest of the compared OMol25 structures with the same formula, charge and spin comes out at 0.0 kJ/mol. The spin multiplicity is 6. For the molar mass, the calculation gives 496.61 u.

```
54
Properties=species:S:1:pos:R:3:forces:R:3:nbo_charge:R:1
P -0.043 -1.646 -1.681 -0.1305 -0.6929 -1.8354 1.022
P -0.050 1.712 -1.889 -0.0673 1.4923 -2.8171 1.375
C -0.366 -0.701 -3.246 0.1409 0.1979 -0.0586 -0.736
C 0.354 0.638 -3.307 -0.0552 -0.8077 0.4404 -0.755
H -1.450 -0.566 -3.347 0.1262 -0.0312 0.0150 0.242
H -0.034 -1.343 -4.067 -0.1211 0.0513 -0.0789 0.257
H 1.444 0.521 -3.324 -0.2000 -0.0525 -0.0108 0.253
H 0.063 1.226 -4.185 0.0527 -0.0043 0.0428 0.278
C -1.592 2.530 -2.433 -0.4352 -0.1271 0.5900 -0.975
H -1.925 3.272 -1.695 0.0822 -0.1997 -0.2337 0.277
H -2.398 1.802 -2.598 0.2028 0.1839 0.0854 0.269
H -1.353 3.035 -3.374 -0.0418 -0.0868 0.0742 0.272
C 1.204 2.974 -2.232 0.3759 0.1707 1.0021 -0.978
H 0.858 3.480 -3.142 0.1167 -0.0058 0.1892 0.279
H 2.161 2.471 -2.426 -0.2010 0.3037 0.1711 0.266
H 1.296 3.686 -1.402 0.0982 -0.0110 -0.3932 0.276
C -1.123 -3.031 -2.151 0.0368 -0.1425 0.2279 -0.959
H -1.104 -3.804 -1.374 -0.1570 -0.0015 -0.3494 0.253
H -0.722 -3.413 -3.103 -0.3643 -0.1495 0.3374 0.250
H -2.142 -2.649 -2.300 0.2094 -0.2998 0.1034 0.253
C 1.602 -2.332 -2.081 -0.0109 -0.0047 0.0112 -0.971
H 2.354 -1.541 -2.182 -0.0904 -0.2505 0.0478 0.241
H 1.494 -2.858 -3.038 0.2771 -0.0020 0.2571 0.254
H 1.905 -3.034 -1.295 0.1035 0.0759 -0.2768 0.254
Ir -0.019 -1.194 2.777 -0.1713 1.6237 -0.8443 1.364
C 0.643 2.018 1.843 -2.1943 -0.9579 0.7946 -0.165
C -0.688 1.691 1.880 1.9884 0.4455 1.1794 -0.235
C -1.549 1.175 0.807 -1.1465 -0.4128 -1.5809 -0.424
C -1.792 -0.347 0.458 -1.1113 1.3702 -0.0634 -0.471
C -0.813 -1.335 0.939 0.2529 -0.1776 -1.0656 -0.328
C 0.714 -1.143 0.936 -0.7269 -0.4318 -0.7908 -0.331
C 1.288 0.063 0.266 0.9195 1.5540 0.3374 -0.462
C 1.698 1.366 1.044 0.6532 -0.5614 -1.4470 -0.457
C 0.473 -2.800 3.747 0.9989 -2.1569 1.5077 -1.008
H 1.003 2.703 2.589 0.0912 -0.0561 0.5229 0.232
H -1.258 1.904 2.786 0.2974 0.7218 -0.2487 0.227
H -1.210 1.716 -0.114 -0.3630 -0.4565 0.5372 0.176
H -2.553 1.605 1.008 0.5200 -0.2121 -0.3273 0.262
H -2.772 -0.598 0.885 0.2530 -0.1112 0.1691 0.265
H -1.987 -0.468 -0.633 0.2155 0.2609 0.5026 0.215
H -1.111 -2.360 0.733 -0.1396 -0.1472 0.2799 0.247
H 1.238 -2.083 0.710 0.0151 0.3103 0.3569 0.251
H 0.489 0.392 -0.423 0.3409 -0.1151 0.0809 0.205
H 2.144 -0.276 -0.340 -0.2536 0.3281 0.1821 0.248
H 2.600 1.161 1.645 -0.4385 0.1187 0.0770 0.257
H 2.060 2.077 0.276 0.1049 -0.2889 0.1432 0.224
H 1.361 -2.540 4.312 0.1839 -0.3978 0.3706 0.260
H 0.632 -3.580 3.023 0.0997 -0.6874 0.0164 0.233
H -0.386 -2.959 4.394 -0.0848 -0.4349 0.3503 0.257
C -0.147 0.743 5.325 0.2276 -0.3831 0.6098 -0.247
O 0.032 -0.141 4.269 -0.1140 0.4475 0.2662 -0.618
H -0.898 1.474 5.069 -0.2641 0.3508 0.1180 0.195
H 0.829 1.197 5.493 -0.1535 0.2277 0.3478 0.213
H -0.454 0.108 6.169 0.0514 0.6235 0.0769 0.220
```
Positions in Å, forces in eV/Å.



Molecular formula: C11H18ClIN2O2PTi
Method: DFT, wB97M-V/def2-TZVPD

As for the highest occupied orbital energy (spin up / spin down): -15.46 / -15.46 eV. As for the HOMO-LUMO gap (spin up / spin down): 0.2279 / 0.2388 Ha. The value obtained for the total energy is -71784.3316 eV. Its LUMO energy (spin up / spin down) is -9.3 / -9.0 eV. The net charge is +2. The energy above the lowest of the compared OMol25 structures with the same formula, charge and spin comes out at 119.2 kJ/mol. The spin multiplicity is 2. For the molar mass, the calculation gives 451.47 u.

```
37
Properties=species:S:1:pos:R:3:forces:R:3:nbo_charge:R:1
C -1.858 0.457 0.302 0.0283 0.3007 -0.3590 -0.707
C -2.431 -0.984 0.293 -3.2651 0.9164 0.5835 0.428
H -2.555 1.008 0.939 0.1526 0.0372 0.1784 0.300
H -1.769 1.034 -0.629 -0.8550 -0.6069 0.2909 0.245
H -0.847 0.529 0.742 -0.5470 -0.3883 0.0951 0.152
O -3.517 -1.336 -0.191 3.0778 1.3857 0.8788 -0.458
I -1.036 -3.213 -0.265 1.0242 -0.8854 0.6652 0.148
Ti 1.166 1.297 -0.508 -0.3064 0.2598 -0.8216 1.649
P -0.774 0.146 -2.572 -0.9684 0.0834 -2.3685 0.739
C -1.859 -1.278 -3.071 0.4371 -0.7351 1.0182 -0.882
C -2.140 1.347 -2.968 0.5544 0.7182 0.7050 -0.917
H 0.795 1.040 -4.150 0.0754 -0.0518 -0.4160 0.241
H -0.572 0.222 -5.005 0.2143 0.0304 0.2669 0.263
H 0.721 -0.740 -4.215 0.0424 0.1446 -0.1569 0.253
C 0.128 0.176 -4.161 0.5902 0.2886 0.4573 -0.925
H -1.721 2.353 -2.904 -0.3226 0.1804 -0.1848 0.236
H -2.540 1.160 -3.974 0.3648 0.0063 0.3258 0.270
H -2.315 -1.057 -4.043 0.1671 0.3188 0.3621 0.259
H -2.616 -1.463 -2.304 0.0357 -0.0825 -0.4080 0.260
H -2.964 1.266 -2.250 0.1320 -0.0244 -0.1765 0.250
H -1.233 -2.156 -3.202 -0.0887 -0.2241 0.0864 0.242
C -1.771 -1.909 1.298 -0.4902 -0.9320 1.5310 0.401
O -1.772 -1.995 2.504 0.3305 0.4391 -3.1485 -0.445
Cl 2.313 2.927 -1.507 -0.8401 -1.2153 0.7076 -0.330
N 3.213 -0.331 5.055 -0.4206 0.6513 -1.4707 -0.700
C 2.688 -0.036 3.823 1.1915 -0.7543 2.1013 0.288
C 1.321 -0.239 3.605 -1.2895 0.4214 -0.8969 -0.248
C 0.758 0.187 2.417 1.2077 -0.3430 1.3838 0.060
N 1.532 0.698 1.395 -0.1453 -0.6887 -0.7738 -0.726
C 2.914 0.644 1.511 -0.3509 -0.1435 1.4567 0.055
C 3.500 0.355 2.730 0.5578 0.2101 -0.9362 -0.266
H 2.595 -0.563 5.828 0.2199 0.0425 -0.3113 0.429
H 4.186 -0.146 5.291 -0.4096 -0.1020 -0.2221 0.431
H 0.689 -0.682 4.384 0.2061 0.2632 -0.4043 0.268
H -0.316 0.076 2.332 0.3112 0.2851 -0.2069 0.237
H 3.494 0.823 0.591 -0.0285 0.2110 0.5378 0.229
H 4.590 0.381 2.878 -0.5931 -0.0168 -0.3701 0.271
```
Positions in Å, forces in eV/Å.



Molecular formula: C4H8N2O
Method: DFT, wB97M-V/def2-TZVPD

As for the highest occupied orbital energy: -7.74 eV. As for the HOMO-LUMO gap: 0.3001 Ha. The value obtained for the total energy is -9299.0298 eV. Its LUMO energy is 0.4 eV. The energy above the lowest of the compared OMol25 structures with the same formula, charge and spin comes out at 710.5 kJ/mol. For the molar mass, the calculation gives 100.12 u.

```
15
Properties=species:S:1:pos:R:3:forces:R:3:nbo_charge:R:1
C -1.976 -0.609 -0.337 -0.0372 -0.0150 -0.0255 -0.655
C -0.688 0.117 -0.166 -0.1853 -0.0376 0.1385 0.105
N -0.423 1.237 0.570 -0.1759 0.1160 -0.2054 -0.466
C 0.965 1.143 0.470 0.2392 0.0575 0.2437 -0.257
C 0.719 -0.296 0.152 0.2415 -0.3992 -0.1391 0.157
N 1.266 -1.435 0.202 -0.4708 0.4804 -0.1009 -0.100
O 2.574 -1.350 0.643 0.2755 -0.1967 0.0702 -0.551
H -2.781 0.083 -0.604 0.1189 -0.0895 0.0314 0.224
H -2.269 -1.146 0.575 0.0575 0.0759 -0.1167 0.220
H -1.879 -1.342 -1.141 -0.0173 0.1152 0.1066 0.240
H 0.131 0.882 -1.577 0.0736 -0.0020 0.0724 -0.043
H -0.988 2.074 0.653 0.0629 -0.1366 0.0202 0.405
H 1.660 1.616 1.151 -0.0984 -0.0563 -0.1002 0.224
H 0.830 1.297 -1.236 -0.0750 -0.0921 -0.0040 0.021
H 2.858 -2.273 0.646 -0.0093 0.1800 0.0089 0.477
```
Positions in Å, forces in eV/Å.



energy above the lowest of the compared OMol25 structures with the same formula, charge and spin of number 1 (C3H8N4S)?
453.9 kJ/mol